Formula: C4H8O3
Source: OMol25
Level of theory: wB97M-V/def2-TZVPD

LUMO: 0.449 eV
Energy above the lowest of the compared OMol25 structures with the same formula, charge and spin: 50.50 kcal/mol
Total charge: 0
Structure (SMILES): C[C@@H](O)C=O.C=O
Frontier orbital gap: 10.49 eV
Spin multiplicity: 1

Each line ends with the Mulliken charge.
Geometry (Å):
C: 1.2476 -0.2069 1.7751  -1.329
C: 0.2863 0.3931 0.7579  0.359
O: 0.3140 1.7953 0.7973  -0.586
C: 0.6140 -0.0663 -0.6523  0.125
O: 0.7034 0.7364 -1.5622  -0.572
H: 1.1352 -1.2958 1.8327  0.357
H: 1.0217 0.2178 2.7563  0.341
H: 2.2847 0.0368 1.5243  0.322
H: -0.7272 0.0313 0.9833  0.235
H: 0.5234 2.0718 -0.1117  0.374
H: 0.7966 -1.1393 -0.8250  0.381
C: -2.0549 -0.6343 -1.8347  -0.071
O: -1.6453 -1.1264 -0.8116  -0.417
H: -1.4295 0.0509 -2.4370  0.207
H: -3.0699 -0.8645 -2.1925  0.271

Formula: C30H51BF6N5O6P2S2V
Source: OMol25
Level of theory: wB97M-V/def2-TZVPD

LUMO (spin up / spin down): 2.285 / 2.284 eV
Total charge: -1
Frontier orbital gap (spin up / spin down): 6.68 / 7.27 eV
Spin multiplicity: 2

Each line ends with the Mulliken charge.
Geometry (Å):
V: 0.7573 0.5112 -0.1562  -0.509
C: -4.2318 0.9438 3.7427  -2.078
C: -3.0825 1.3530 2.8226  2.547
C: -3.1244 2.8705 2.5825  -2.068
C: -1.7494 1.0369 3.5219  -2.182
P: -3.0423 0.5542 1.1231  0.218
C: -2.3337 -1.1276 1.4584  -0.943
N: -1.7132 -1.6704 0.2691  0.491
B: -0.5959 -1.0913 -0.4300  1.809
N: -0.3518 -2.0252 -1.5159  0.314
C: 0.6741 -1.9134 -2.5309  -1.431
P: 1.2039 -0.1312 -2.5599  -0.065
C: 0.0797 0.5662 -3.8840  2.612
C: 0.2863 2.0838 -3.9394  -1.670
C: -1.3613 0.2620 -3.4340  -1.585
C: 0.2389 -0.0276 -5.2917  -1.829
C: 2.9953 -0.1033 -3.1283  2.938
C: 3.2524 0.0312 -4.6290  -2.085
C: 3.6824 -1.3925 -2.6666  -2.067
C: 3.6246 1.1031 -2.4095  -1.854
C: -1.2323 -3.0900 -1.4334  -0.070
C: -1.3790 -4.2103 -2.2311  -0.901
C: -2.3775 -5.1284 -1.9051  -0.918
C: -3.1964 -4.9237 -0.8021  -0.762
C: -3.0499 -3.7959 0.0058  -0.623
C: -2.0708 -2.8728 -0.3185  0.560
C: -4.7869 0.1780 0.5364  2.483
C: -5.5258 1.5086 0.3586  -1.897
C: -4.6122 -0.4495 -0.8583  -2.011
C: -5.6407 -0.7707 1.3833  -1.687
H: -4.0637 1.3780 4.7339  0.537
H: -5.1981 1.3038 3.3880  0.345
H: -4.2901 -0.1392 3.8643  0.315
H: -3.0972 3.3922 3.5442  0.549
H: -2.2605 3.1920 1.9952  0.255
H: -4.0236 3.1873 2.0527  0.322
H: -1.5949 1.7609 4.3276  0.781
H: -1.7460 0.0425 3.9704  0.295
H: -0.8909 1.1004 2.8478  -0.054
H: -1.5680 -1.0340 2.2285  -0.218
H: -3.0882 -1.8180 1.8323  0.257
H: 1.5271 -2.5515 -2.2985  0.634
H: 0.2794 -2.2193 -3.5040  0.407
H: 0.0579 2.5496 -2.9772  0.089
H: 1.3060 2.3454 -4.2241  0.257
H: -0.3882 2.5096 -4.6884  0.571
H: -1.4987 0.3284 -2.3591  -0.205
H: -2.0350 0.9864 -3.9006  0.741
H: -1.6612 -0.7410 -3.7483  0.280
H: 1.0493 0.4304 -5.8534  0.411
H: 0.3933 -1.1070 -5.2861  0.179
H: -0.6877 0.1612 -5.8418  0.499
H: 2.7930 -0.7732 -5.2029  0.372
H: 2.9194 0.9865 -5.0335  0.284
H: 4.3339 -0.0297 -4.7846  0.568
H: 3.4472 -2.2189 -3.3420  0.365
H: 4.7633 -1.2380 -2.6831  0.556
H: 3.4136 -1.6829 -1.6547  0.191
H: 3.0877 2.0306 -2.6288  0.267
H: 3.6472 0.9682 -1.3267  0.205
H: 4.6589 1.2258 -2.7445  0.615
H: -0.7244 -4.3808 -3.0768  0.472
H: -2.5071 -6.0146 -2.5132  0.392
H: -3.9557 -5.6551 -0.5556  0.402
H: -3.6849 -3.6611 0.8721  0.394
H: -4.9606 2.1969 -0.2752  0.275
H: -6.4923 1.3264 -0.1220  0.527
H: -5.7183 2.0039 1.3098  0.297
H: -3.9338 0.1328 -1.4860  0.279
H: -4.2258 -1.4691 -0.8059  0.263
H: -5.5868 -0.4866 -1.3559  0.630
H: -6.0631 -0.2782 2.2583  0.369
H: -6.4749 -1.1382 0.7772  0.490
H: -5.0861 -1.6450 1.7224  0.232
F: 0.1537 -1.6312 5.4607  -0.259
C: 1.2557 -1.0309 4.9803  0.571
F: 0.9608 0.2488 4.7864  -0.138
F: 2.2052 -1.0958 5.9192  -0.268
S: 1.7871 -1.9852 3.4790  1.183
O: 0.6268 -2.0196 2.6262  -0.613
O: 2.2065 -3.2061 4.1087  -0.767
N: 3.0792 -1.2956 2.8991  -0.905
S: 3.1191 -0.3360 1.6026  1.220
O: 3.8135 0.9433 1.4594  -0.766
O: 2.2248 -0.7287 0.3992  -0.181
C: 4.5907 -1.3128 0.9988  0.429
F: 5.1608 -0.6864 -0.0505  -0.217
F: 4.2546 -2.5449 0.5870  -0.249
F: 5.5353 -1.4302 1.9298  -0.228
C: 0.0477 4.5518 0.0720  -2.261
C: 0.3130 3.1032 0.3342  -0.088
N: -0.2398 2.1121 -0.4375  2.019
O: -1.3635 2.5157 -1.1885  -0.758
C: 1.0817 2.6150 1.4004  0.625
C: 1.9658 3.4358 2.2751  -1.679
N: 0.9381 1.2770 1.5571  0.042
O: 1.6867 0.6267 2.4709  -0.505
H: -0.7909 4.6550 -0.6111  0.420
H: 0.9149 5.0495 -0.3720  0.439
H: -0.1872 5.0700 1.0030  0.434
H: -2.0678 1.9926 -0.7383  0.057
H: 2.0660 4.4475 1.8848  0.551
H: 2.9471 2.9644 2.3334  0.209
H: 1.5657 3.4837 3.2909  0.252

Formula: C13H7BrN6O6
Source: OMol25
Level of theory: wB97M-V/def2-TZVPD

LUMO: -3.554 eV
Energy above the lowest of the compared OMol25 structures with the same formula, charge and spin: 16.95 kcal/mol
Total charge: 0
Frontier orbital gap: 4.62 eV
Spin multiplicity: 1

Each line ends with the Mulliken charge.
Geometry (Å):
C: 2.6919 2.6866 -2.0207  -0.107
N: 4.4124 2.2110 -1.2403  0.410
N: 5.1994 1.4203 -1.3815  -0.462
C: 1.6417 2.3096 -0.9975  -0.196
C: 0.3452 2.2347 -1.5310  -0.464
C: -0.7566 1.9614 -0.7222  -0.649
C: -0.5393 1.7087 0.6404  0.054
Br: -2.0255 1.4204 1.7882  -0.162
C: 0.7568 1.6469 1.1688  -0.674
C: 1.8544 1.9320 0.3390  -0.026
H: 2.6344 1.9642 -2.8581  1.020
H: 0.2543 2.2967 -2.6153  0.448
H: -1.7575 1.9365 -1.1361  0.434
H: 0.9166 1.3783 2.2085  0.430
H: 2.8680 1.7638 0.7014  0.387
O: 6.7006 7.4579 -1.3842  -0.592
N: 6.4663 6.7186 -2.3593  0.925
O: 7.2505 6.6310 -3.3386  -0.637
C: 5.2868 5.8790 -2.3767  -0.833
C: 5.1615 4.9218 -3.4124  -0.112
C: 4.1145 4.0392 -3.4598  -1.277
N: 3.8976 3.3435 -4.7160  1.079
O: 4.7609 3.4785 -5.6172  -0.675
O: 2.8327 2.7030 -4.8868  -0.672
C: 2.9564 4.0632 -2.4853  1.545
C: 3.2103 5.0220 -1.3563  -0.667
N: 2.1763 5.6011 -0.6091  0.777
O: 0.9995 5.3696 -0.3752  -0.664
O: 2.7183 6.8314 -0.1232  -0.210
N: 3.9689 7.0806 -0.6288  -0.470
C: 4.2274 5.9730 -1.4050  0.667
H: 5.8832 4.9431 -4.2240  0.650
H: 2.0648 4.4322 -3.0599  0.722

Formula: C15H18Br2N4O
Source: OMol25
Level of theory: wB97M-V/def2-TZVPD

LUMO: 0.436 eV
Energy above the lowest of the compared OMol25 structures with the same formula, charge and spin: 0.00 kcal/mol
Total charge: 0
Structure (SMILES): Cn1nc(C(C)(C)C)cc1NC(=O)Nc1cc(Br)cc(Br)c1
Frontier orbital gap: 9.22 eV
Spin multiplicity: 1

Each line ends with the Mulliken charge.
Geometry (Å):
C: -0.8070 -1.3068 -2.1663  -0.948
N: -0.6672 -1.1162 -0.7258  0.815
N: 0.4803 -1.5420 -0.0848  -1.013
C: 0.3351 -1.3341 1.1883  -0.222
C: 1.3740 -1.5752 2.3117  2.194
C: 1.9979 -0.2607 2.8178  -1.511
C: 2.4936 -2.4794 1.8325  -1.822
C: 0.7060 -2.3275 3.5005  -1.775
C: -0.9885 -0.7510 1.3633  -0.271
C: -1.5465 -0.5155 0.1565  -0.167
N: -2.7535 0.1455 0.0659  -0.072
C: -3.2858 0.8825 -0.9460  0.229
O: -4.4435 1.2599 -0.8625  -0.693
N: -2.5458 1.3822 -2.0007  -0.075
C: -1.2467 1.9085 -2.0670  0.144
C: -0.6767 2.0164 -3.3543  -0.222
C: 0.6369 2.4986 -3.5346  -0.515
Br: 1.4497 2.5402 -5.2937  -0.165
C: 1.3143 2.8507 -2.3843  0.007
C: 0.7318 2.8430 -1.0850  -0.412
Br: 1.7118 3.4845 0.4234  -0.160
C: -0.5564 2.3619 -0.9318  -0.040
H: -0.6098 -2.3758 -2.3540  0.317
H: -0.1146 -0.6682 -2.6895  0.323
H: -1.8361 -1.1137 -2.4589  0.373
H: 2.5195 0.2773 2.0113  0.333
H: 2.7327 -0.4866 3.6085  0.407
H: 1.2597 0.4628 3.2061  0.308
H: 3.2297 -2.5890 2.6111  0.474
H: 3.0707 -2.0856 0.9689  0.325
H: 2.1007 -3.4227 1.5159  0.415
H: 0.1634 -3.2120 3.1806  0.401
H: 1.4578 -2.6664 4.2363  0.420
H: 0.0370 -1.7208 4.0349  0.383
H: -1.3227 -0.4066 2.3628  0.268
H: -3.3697 0.1252 0.8891  0.282
H: -3.1617 1.6984 -2.7303  0.243
H: -1.2118 1.7428 -4.2259  0.490
H: 2.3766 3.1804 -2.4235  0.335
H: -1.0351 2.2952 0.0336  0.597

Formula: Cl6Si3
Source: OMol25
Level of theory: wB97M-V/def2-TZVPD

LUMO (spin up / spin down): -1.142 / -3.474 eV
Energy above the lowest of the compared OMol25 structures with the same formula, charge and spin: 3.96 kcal/mol
Total charge: 0
Frontier orbital gap (spin up / spin down): 6.78 / 6.74 eV
Spin multiplicity: 3

Each line ends with the Mulliken charge.
Geometry (Å):
Si: -1.7235 0.5821 0.7671  0.383
Si: 0.2954 0.4490 -0.5878  0.485
Si: 0.7601 -1.6900 0.3265  0.413
Cl: -3.5324 -0.0341 0.2551  -0.172
Cl: -1.8064 2.5152 1.3964  -0.193
Cl: 0.6072 1.6557 -2.2460  -0.234
Cl: 1.6879 1.5248 0.5147  -0.215
Cl: 2.9139 -1.9598 0.7996  -0.269
Cl: 0.7978 -3.0429 -1.2256  -0.199